The following is a DFT calculation (ωB97M-V/def2-TZVPD) of C34H35N5O3PReS as an isolated structure.

Its energy above the lowest of the compared OMol25 structures with the same formula, charge and spin is 0.0 kJ/mol. The net charge is +3. The calculation puts the HOMO energy (alpha / beta) at -16.1 / -16.1 eV. For the LUMO energy (alpha / beta), the calculation gives -8.10 / -10.32 eV. The value obtained for the gap between HOMO and LUMO (alpha / beta) is 8.0 / 5.8 eV. As for the spin multiplicity: 4.

Structure (XYZ):
```
80
Properties=species:S:1:pos:R:3:lowdin_charge:R:1
Re -0.03 -0.11 0.22 1.364
N -2.89 -1.38 0.34 -0.065
P -1.45 -2.04 -0.27 0.913
C -1.16 -3.65 0.40 -0.375
C -2.24 -4.54 0.48 -0.068
C -2.04 -5.84 0.91 -0.031
C -0.75 -6.26 1.24 -0.021
C 0.32 -5.40 1.14 -0.040
C 0.12 -4.09 0.73 -0.121
C -1.66 -2.19 -2.04 -0.364
C -1.09 -3.26 -2.72 -0.073
C -1.16 -3.32 -4.10 -0.035
C -1.81 -2.31 -4.80 -0.026
C -2.38 -1.24 -4.13 -0.044
C -2.30 -1.16 -2.75 -0.097
C -2.93 -0.24 1.11 -0.326
C -4.12 0.17 1.71 0.032
C -4.14 1.34 2.43 0.011
C -2.97 2.10 2.55 -0.015
C -1.83 1.65 1.95 -0.097
N -1.79 0.49 1.23 -0.079
H -3.77 -1.86 0.20 0.136
H -3.24 -4.23 0.20 0.113
H -2.87 -6.52 0.98 0.127
H -0.60 -7.28 1.57 0.128
H 1.32 -5.74 1.39 0.123
H 0.98 -3.43 0.65 0.061
H -0.61 -4.07 -2.17 0.113
H -0.73 -4.16 -4.63 0.126
H -1.88 -2.37 -5.88 0.127
H -2.90 -0.46 -4.69 0.124
H -2.75 -0.33 -2.23 0.104
H -5.01 -0.44 1.60 0.136
H -5.06 1.67 2.90 0.139
H -2.96 3.03 3.10 0.129
H -0.90 2.20 1.99 0.104
S 1.10 -1.00 2.10 0.707
C 1.11 0.22 3.39 -0.680
N 0.81 -0.21 4.60 0.057
C 0.96 0.63 5.81 -0.113
C 2.02 1.69 5.54 -0.135
C 1.69 2.44 4.26 -0.116
N 1.49 1.46 3.17 0.053
H 0.56 -1.18 4.71 0.147
H 1.23 -0.02 6.63 0.142
H -0.01 1.08 6.03 0.137
H 3.00 1.22 5.45 0.136
H 2.06 2.39 6.38 0.139
H 2.51 3.09 3.96 0.140
H 0.79 3.04 4.37 0.133
H 1.73 1.72 2.22 0.110
N 1.54 -0.88 -1.09 -0.028
C 2.15 0.13 -1.98 -0.303
C 3.27 0.82 -1.55 -0.029
C 3.82 1.77 -2.39 -0.039
C 3.25 2.02 -3.63 -0.039
C 2.13 1.32 -4.04 -0.038
C 1.57 0.36 -3.21 -0.033
H 2.28 -1.30 -0.52 0.100
H 1.17 -1.63 -1.68 0.105
H 3.72 0.60 -0.58 0.124
H 4.71 2.31 -2.08 0.123
H 3.70 2.76 -4.28 0.124
H 1.71 1.50 -5.02 0.126
H 0.70 -0.20 -3.53 0.117
O -1.00 2.93 -3.26 0.128
C -0.16 3.74 -2.63 -0.225
C 0.10 4.97 -3.22 0.034
C 0.97 5.85 -2.62 0.006
C 1.63 5.53 -1.42 -0.036
C 1.38 4.33 -0.82 0.004
C 0.47 3.41 -1.40 -0.077
C 0.25 2.18 -0.77 -0.481
O 0.82 1.78 0.34 -0.188
O -0.56 1.25 -1.22 -0.166
H -1.10 2.09 -2.79 0.089
H -0.40 5.21 -4.15 0.140
H 1.17 6.80 -3.10 0.132
H 2.33 6.24 -0.98 0.122
H 1.88 4.06 0.11 0.120
```

***

The following is a DFT calculation (ωB97M-V/def2-TZVPD) of C34H35N6O6S2Ti as an isolated structure.

Its energy above the lowest of the compared OMol25 structures with the same formula, charge and spin is 44.7 kJ/mol. The net charge is +2. The calculation puts the HOMO energy (alpha / beta) at -13.7 / -13.9 eV. For the LUMO energy (alpha / beta), the calculation gives -6.51 / -6.42 eV. The value obtained for the gap between HOMO and LUMO (alpha / beta) is 7.2 / 7.4 eV. As for the spin multiplicity: 2.

Structure (XYZ):
```
84
Properties=species:S:1:pos:R:3:lowdin_charge:R:1
Ti 0.05 0.10 -0.03 0.958
C -2.00 -2.48 2.40 -0.069
O -1.78 -1.12 2.00 -0.270
C -2.63 -0.21 2.66 -0.188
C -1.85 0.85 3.42 -0.187
O -1.07 1.64 2.54 -0.187
C -0.71 2.85 3.23 -0.157
C 0.62 3.36 2.74 -0.214
O 1.68 2.55 3.23 -0.196
C 2.85 3.37 3.26 -0.117
H -3.03 -2.77 2.12 0.110
H -1.30 -3.13 1.88 0.067
H -1.86 -2.58 3.48 0.100
H -3.29 0.24 1.93 0.107
H -3.28 -0.73 3.37 0.139
H -2.54 1.50 3.97 0.136
H -1.22 0.32 4.17 0.152
H -1.50 3.62 3.11 0.142
H -0.69 2.62 4.30 0.132
H 0.62 3.41 1.64 0.117
H 0.77 4.40 3.07 0.130
H 3.08 3.85 2.30 0.086
H 2.82 4.18 4.04 0.108
H 3.70 2.70 3.55 0.101
C -3.33 3.10 -1.09 0.009
C -2.65 2.20 -0.28 -0.091
N -1.34 1.93 -0.44 0.061
C -0.67 2.71 -1.37 -0.133
C -1.29 3.68 -2.24 -0.132
C -2.66 3.79 -2.11 0.035
C -0.52 4.37 -3.23 0.017
C 0.86 4.31 -3.22 0.008
C 1.52 3.44 -2.30 -0.132
C 2.91 3.34 -2.20 0.037
C 3.46 2.62 -1.16 -0.022
C 2.68 1.90 -0.29 -0.106
N 1.35 1.80 -0.44 -0.008
C 0.76 2.64 -1.38 -0.145
H -4.39 3.29 -0.86 0.138
H -3.13 1.69 0.52 0.092
H -3.25 4.42 -2.81 0.144
H -1.05 4.99 -3.95 0.130
H 1.48 4.89 -3.94 0.139
H 3.54 3.91 -2.89 0.140
H 4.55 2.62 -1.03 0.131
H 3.12 1.37 0.55 0.108
C 2.67 -2.92 3.56 -0.008
N 2.90 -2.90 2.14 -0.103
C 3.69 -3.83 1.43 0.033
C 3.67 -3.43 0.14 0.010
N 2.77 -2.34 0.02 0.037
C 2.31 -2.02 1.30 -0.585
S 1.42 -0.67 1.77 0.835
C 2.55 -1.63 -1.17 -0.231
C 3.51 -1.68 -2.16 0.032
C 3.33 -1.01 -3.35 0.010
C 2.10 -0.40 -3.55 -0.022
C 1.18 -0.40 -2.54 -0.113
N 1.43 -0.88 -1.25 -0.021
H 3.08 -3.81 4.04 0.118
H 1.59 -2.83 3.68 0.089
H 3.05 -1.98 3.96 0.100
H 4.13 -4.68 1.89 0.138
H 4.17 -3.90 -0.68 0.127
H 4.42 -2.26 -1.92 0.131
H 4.11 -0.99 -4.10 0.136
H 1.82 0.01 -4.51 0.133
H 0.16 -0.07 -2.76 0.129
O -3.29 -0.18 -0.80 0.036
C -2.71 -1.23 -1.07 -0.451
N -1.34 -1.34 -0.94 -0.160
S -0.87 -2.88 -1.38 0.688
O -0.30 -3.49 -0.19 -0.307
O -0.16 -2.82 -2.64 -0.284
C -2.47 -3.53 -1.73 -0.228
C -2.79 -4.79 -2.25 -0.016
C -4.11 -5.06 -2.53 -0.046
C -5.11 -4.14 -2.18 -0.047
C -4.77 -2.89 -1.72 0.015
C -3.39 -2.53 -1.52 -0.098
H -2.01 -5.53 -2.45 0.129
H -4.41 -6.01 -2.97 0.120
H -6.17 -4.38 -2.38 0.129
H -5.51 -2.14 -1.43 0.124
```

***

The following is a DFT calculation (ωB97M-V/def2-TZVPD) of C34H35N7OS3Se2W as an isolated structure.

Its energy above the lowest of the compared OMol25 structures with the same formula, charge and spin is 0.0 kJ/mol. The net charge is +2. The calculation puts the HOMO energy (alpha / beta) at -12.5 / -12.5 eV. For the LUMO energy (alpha / beta), the calculation gives -7.87 / -7.87 eV. The value obtained for the gap between HOMO and LUMO (alpha / beta) is 4.7 / 4.7 eV.

Structure (XYZ):
```
83
Properties=species:S:1:pos:R:3:lowdin_charge:R:1
W 0.24 -0.37 0.23 1.575
Se 0.94 -2.54 1.38 0.907
Se -1.99 -0.69 1.78 0.830
C -2.17 1.08 1.15 -0.685
C -3.13 2.00 1.56 -0.062
C -3.14 3.24 0.96 -0.010
C -2.21 3.53 -0.04 -0.017
C -1.28 2.58 -0.38 -0.089
N -1.24 1.38 0.22 -0.121
C 1.65 -2.94 -0.33 -0.681
C 2.05 -4.19 -0.76 -0.061
C 2.57 -4.29 -2.04 -0.005
C 2.71 -3.14 -2.80 -0.008
C 2.28 -1.93 -2.29 -0.089
N 1.72 -1.82 -1.08 -0.061
H -3.83 1.72 2.34 0.123
H -3.88 3.98 1.26 0.129
H -2.21 4.49 -0.53 0.125
H -0.53 2.76 -1.14 0.126
H 1.94 -5.04 -0.11 0.121
H 2.88 -5.25 -2.43 0.130
H 3.16 -3.17 -3.79 0.126
H 2.39 -1.01 -2.85 0.114
C 0.05 0.00 -3.45 -0.064
C 1.05 0.80 -2.66 -0.404
C 1.97 1.62 -3.25 -0.050
C 2.64 2.33 -2.23 -0.035
C 2.10 1.93 -1.03 -0.336
C 2.42 2.57 0.29 -0.023
N 1.12 0.94 -1.27 -0.092
H 0.30 0.11 -4.50 0.098
H -0.96 0.40 -3.31 0.044
H 0.05 -1.07 -3.22 0.050
H 2.12 1.71 -4.31 0.118
H 3.42 3.06 -2.33 0.120
H 2.36 3.65 0.19 0.103
H 3.44 2.34 0.60 0.092
H 1.74 2.26 1.06 0.019
C -3.92 -0.09 -4.18 -0.059
C -4.47 -1.44 -3.74 -0.392
C -3.79 -2.60 -4.47 -0.061
C -4.39 -1.62 -2.21 -0.071
N -3.02 -1.67 -1.70 -0.037
C -2.30 -2.74 -1.35 -0.065
N -1.12 -2.35 -0.97 0.046
N -1.16 -1.00 -1.09 -0.302
N -2.32 -0.59 -1.52 0.151
H -4.15 0.08 -5.24 0.095
H -2.84 -0.05 -4.07 0.047
H -4.36 0.72 -3.60 0.087
H -5.54 -1.47 -3.97 0.147
H -2.71 -2.60 -4.30 0.074
H -3.95 -2.50 -5.54 0.093
H -4.20 -3.56 -4.16 0.087
H -4.86 -2.56 -1.92 0.141
H -4.90 -0.79 -1.71 0.140
H -2.63 -3.76 -1.38 0.165
O 0.76 0.45 1.74 -0.418
C 1.39 0.61 3.05 -0.463
C 1.19 2.07 3.47 -0.516
C 0.33 2.97 2.90 -0.138
C 0.28 4.20 3.60 -0.149
C 1.09 4.21 4.69 -0.369
S 1.93 2.73 4.88 1.071
C 0.69 -0.27 4.08 -0.507
C 1.05 -1.50 4.54 -0.165
C 0.18 -1.99 5.54 -0.143
C -0.81 -1.10 5.85 -0.362
S -0.70 0.33 4.94 1.046
C 2.85 0.20 2.89 -0.476
C 3.49 -0.13 1.72 -0.165
C 4.87 -0.40 1.91 -0.152
C 5.25 -0.30 3.20 -0.364
S 3.94 0.14 4.22 1.082
H -0.25 2.76 2.02 0.086
H -0.32 5.05 3.30 0.111
H 1.25 5.00 5.40 0.082
H 1.92 -2.05 4.19 0.097
H 0.29 -2.95 6.02 0.117
H -1.59 -1.22 6.58 0.083
H 3.02 -0.17 0.75 0.071
H 5.55 -0.66 1.10 0.114
H 6.23 -0.45 3.63 0.082
```